[1]
Molecular formula: C8H13FNO
Method: DFT, wB97M-V/def2-TZVPD

```
24
Properties=species:S:1:pos:R:3
C 2.730 -0.270 0.807
C 2.632 1.085 0.911
C -2.931 -0.999 0.598
N -0.605 2.076 -1.267
H 3.230 1.806 1.434
H -3.954 -0.619 0.588
C 1.686 -0.703 -0.037
C -2.008 0.045 1.041
H -1.458 2.240 -0.695
C 1.364 -2.102 -0.399
H -2.716 -1.345 -0.419
H 3.461 -0.888 1.285
H 2.264 -2.626 -0.717
O 1.590 1.550 0.186
H -0.632 -0.050 -1.759
H -1.238 -0.049 1.780
H 0.973 -2.631 0.471
F -2.359 1.332 0.814
H -0.793 2.343 -2.240
H 0.150 2.666 -0.876
C 0.999 0.463 -0.408
H -2.858 -1.863 1.252
H 0.626 -2.153 -1.195
C -0.152 0.690 -1.154
```

Properties
M: 158.20 g/mol
Total charge: +1
Multiplicity: 1
HOMO level (alpha / beta): -11.183 / -11.244 eV


[2]
Molecular formula: C8H13N
Method: DFT, wB97M-V/def2-TZVPD

```
22
Properties=species:S:1:pos:R:3
H -1.481 1.582 3.653
H 2.291 0.929 -1.207
C -0.494 0.885 2.252
C 1.014 0.434 0.423
H 1.514 1.337 2.338
H 0.236 0.995 -2.268
H -2.165 -0.031 0.416
C -0.611 0.636 -1.676
H -1.259 0.108 -2.386
H 3.070 0.241 0.283
C 2.193 0.733 -0.146
C 0.512 -1.539 -1.133
C -0.189 -0.296 -0.527
C -1.469 -0.825 0.135
H 0.826 -2.231 -0.343
H 1.396 -1.293 -1.732
N -1.513 0.974 2.826
C 0.741 0.806 1.784
H -1.156 1.500 -1.288
H -2.062 -1.414 -0.576
H -1.239 -1.462 0.996
H -0.156 -2.069 -1.823
```

Properties
M: 123.20 g/mol
SMILES: C=C(C=C=N)C(C)(C)C
Total charge: 0
Multiplicity: 1
HOMO level (alpha / beta): -7.034 / -7.034 eV


[3]
Molecular formula: C8H13N2
Method: DFT, wB97M-V/def2-TZVPD

```
23
Properties=species:S:1:pos:R:3
H 0.977 2.363 0.522
H 2.452 -0.689 2.815
C 0.697 1.911 -1.641
H 1.676 -1.744 1.589
H -0.309 -2.162 -0.600
H 0.098 0.305 -3.018
C 0.280 0.395 0.085
N 0.771 1.621 -0.184
H -1.406 1.236 -2.416
N -0.322 -0.077 -1.005
C -0.615 0.306 2.980
H 0.309 2.877 -2.038
C -0.366 0.836 -2.124
H -2.142 -2.761 -2.036
H -1.043 1.099 2.337
H 1.587 1.826 -2.266
C -1.866 -1.777 -1.889
H -2.525 -1.157 -2.431
C 0.479 -0.219 2.567
H -0.999 0.218 4.022
C 1.540 -1.160 2.536
H 1.529 -1.852 3.320
C -0.802 -1.394 -1.126
```

Properties
M: 137.21 g/mol
Total charge: +1
Multiplicity: 1
HOMO level: -12.267 eV


Looking at relative energy (zero: lowest compared OMol25 entry of this formula, charge and spin) for the records above, in order, we have 15.60 416.45 604.52 kJ/mol.